[1]
{"formula": "C30H69FNO8", "method": "wB97M-V/def2-TZVPD", "e_homo_ev": -4.193, "e_tot_ha": -1940.9569, "charge": -1, "homo_lumo_gap_ev": 6.2, "lumo_ev": 2.02, "elements": ["F", "O", "O", "O", "O", "O", "O", "O", "O", "N", "C", "C", "C", "C", "C", "C", "C", "C", "C", "C", "C", "C", "C", "C", "C", "C", "C", "C", "C", "C", "C", "C", "C", "C", "C", "C", "C", "C", "C", "C", "H", "H", "H", "H", "H", "H", "H", "H", "H", "H", "H", "H", "H", "H", "H", "H", "H", "H", "H", "H", "H", "H", "H", "H", "H", "H", "H", "H", "H", "H", "H", "H", "H", "H", "H", "H", "H", "H", "H", "H", "H", "H", "H", "H", "H", "H", "H", "H", "H", "H", "H", "H", "H", "H", "H", "H", "H", "H", "H", "H", "H", "H", "H", "H", "H", "H", "H", "H", "H"], "positions_angstrom": [[0.5770, 4.5324, 3.1013], [-4.8573, 3.9879, -0.1536], [-1.2554, -7.5251, -6.6611], [-1.0051, 8.4662, 1.9828], [-1.4752, -5.1991, -0.2591], [-3.5866, 3.0416, 1.4609], [6.4449, 1.2090, 2.5656], [0.9425, -1.0500, -2.9885], [1.3380, 0.4362, 2.8643], [-1.6163, 4.8253, 0.2882], [-2.4095, -4.0694, 1.7241], [4.4371, -0.0028, 1.7961], [-0.3590, -3.1427, -2.8785], [-0.8199, -6.3568, -7.3343], [-2.9255, 5.7453, 2.1983], [-3.9390, 3.9680, 0.6959], [-1.8182, 9.4016, 1.2812], [-2.4712, -4.3123, 0.2266], [1.7181, 4.5059, 1.0336], [0.3990, 4.8086, 1.7251], [-1.5009, -6.5111, 0.2664], [-2.7852, -7.2701, -0.0243], [0.9134, -2.3900, -2.5338], [8.0093, -0.6022, 1.9821], [-0.2801, -0.2191, -1.0125], [-2.9451, 8.7532, 0.4883], [1.3023, -0.9066, 3.2995], [-0.7353, -6.7139, -4.3927], [-0.8002, 4.0224, 1.1949], [0.2229, 1.2342, 3.2553], [-3.4516, 6.3068, -0.2141], [-0.5999, -7.8080, -5.4369], [-0.1305, -0.2404, -2.5226], [-2.5307, 7.5266, -0.3396], [0.0729, 1.4087, 4.7540], [-2.9757, 5.2273, 0.7442], [7.1326, 0.0658, 3.0296], [0.0845, -1.6633, 2.7959], [5.5432, 0.9904, 1.4896], [0.6482, -6.3751, -7.7249], [0.9941, 1.8057, 5.1842], [0.1688, 5.8718, 1.6449], [-0.5637, -1.1981, -0.6215], [0.8782, -7.2706, -8.3042], [-0.2210, -5.7983, -4.6865], [1.7751, -2.8682, -3.0020], [2.2114, -1.3590, 2.8997], [-0.2757, -4.1826, -2.5606], [-2.9937, -7.2693, -1.0953], [-1.7855, -6.4704, -4.2257], [0.6544, 0.0794, -0.5338], [-3.6436, -6.8373, 0.4906], [7.7513, 0.4294, 3.8511], [-0.3024, -7.0434, -3.4472], [-1.1383, 9.9367, 0.6153], [-2.4948, 7.8202, -1.3922], [1.3663, -0.9716, 4.3934], [-3.3556, 9.5313, -0.1640], [1.5353, 4.2071, 0.0012], [-3.4700, -4.6568, -0.0652], [1.0776, -2.4276, -1.4502], [-1.7372, 4.3257, -0.5826], [0.8772, -5.4991, -8.3328], [-0.7333, 2.1156, 4.9490], [-1.9090, 5.9335, 2.5389], [-1.3020, -6.5020, 1.3447], [-1.4130, -3.7347, 2.0144], [-2.2359, 10.1374, 1.9772], [-0.6986, 0.8383, 2.8178], [3.7247, -0.0363, 0.9715], [-3.7563, 8.4827, 1.1707], [3.8972, 0.2924, 2.6947], [0.0893, 0.7586, -2.8981], [-0.4443, 3.1491, 0.6392], [2.3762, 5.3750, 1.0191], [-2.6533, -4.9648, 2.2984], [0.3995, 2.2031, 2.8002], [-1.4008, 3.6267, 2.0118], [8.5890, -1.4038, 2.4426], [-3.1255, -3.2946, 1.9993], [1.3059, -6.3514, -6.8552], [0.1607, -2.7246, 3.0411], [-3.4824, 6.6822, 2.2867], [-4.4489, 6.6194, 0.1052], [-1.4413, -6.3080, -8.2287], [0.4588, -8.0360, -5.6098], [-1.0570, 0.4883, -0.7202], [-2.6867, -8.3039, 0.3101], [-1.5142, 7.2393, -0.0695], [-0.5511, -3.1123, -3.9532], [-1.4560, 8.1958, 2.7873], [8.7003, 0.1210, 1.5465], [6.0917, 0.6874, 0.5893], [5.1145, 1.9713, 1.2861], [-1.2270, -2.7201, -2.3709], [-3.5939, 5.8373, -1.1891], [-0.6582, -7.0152, -0.2089], [-0.8404, -1.2876, 3.2341], [7.4213, -1.0412, 1.1754], [-2.2883, -3.3786, -0.3054], [-1.0687, -8.7257, -5.0806], [-3.3811, 5.0193, 2.8663], [-0.1716, 0.4729, 5.2621], [-1.0417, -5.4627, -6.7407], [4.8306, -1.0123, 1.9388], [6.4326, -0.6637, 3.4542], [2.2345, 3.6942, 1.5476], [0.0056, -1.5657, 1.7117], [-1.0728, -0.5563, -2.9853]]}

[2]
{"formula": "C30H69N10PtSb", "method": "wB97M-V/def2-TZVPD", "de_lowest_ev": 0.000, "e_homo_ev": [-13.146, -13.146], "e_tot_ha": -2091.0142, "charge": 2, "homo_lumo_gap_ev": [7.8, 7.8], "lumo_ev": [-5.32, -5.32], "elements": ["Pt", "Sb", "N", "N", "N", "N", "N", "N", "N", "N", "N", "N", "C", "C", "C", "C", "C", "C", "C", "C", "C", "C", "C", "C", "C", "C", "C", "C", "C", "C", "C", "C", "C", "C", "C", "C", "C", "C", "C", "C", "C", "C", "H", "H", "H", "H", "H", "H", "H", "H", "H", "H", "H", "H", "H", "H", "H", "H", "H", "H", "H", "H", "H", "H", "H", "H", "H", "H", "H", "H", "H", "H", "H", "H", "H", "H", "H", "H", "H", "H", "H", "H", "H", "H", "H", "H", "H", "H", "H", "H", "H", "H", "H", "H", "H", "H", "H", "H", "H", "H", "H", "H", "H", "H", "H", "H", "H", "H", "H", "H", "H"], "positions_angstrom": [[-0.4595, -0.1681, -0.1055], [1.9661, 0.7797, 0.1123], [-0.9548, -3.1026, -3.7857], [-0.7042, -1.7810, -1.8515], [-1.7198, 1.7343, -0.4709], [-3.0532, 3.6473, -0.6826], [-0.8344, -1.3552, 1.8281], [-0.6793, -2.2376, 4.0034], [-1.6106, 3.3831, 1.1657], [-2.4298, -0.7924, -0.1557], [0.8415, -2.9040, 2.3488], [0.2796, -1.1339, -3.8666], [-1.3194, -2.8308, -1.0514], [1.0893, -0.0963, -3.2584], [3.6775, -1.7242, -0.8242], [-2.5861, 4.5467, -1.7275], [2.2545, 2.5652, -1.0836], [-2.5451, -2.2718, -0.3507], [2.8983, -0.2477, 2.7787], [-4.3431, 3.9024, -0.0522], [-3.1477, -0.0576, -1.2494], [1.4655, -3.8538, 3.2766], [1.4408, -2.9573, 1.0320], [-2.3972, 1.1952, -1.6475], [-2.3815, -3.3730, -3.8305], [-0.0043, -0.9296, -5.2916], [3.2124, 2.2691, 2.5480], [3.7042, -0.2022, -0.7383], [2.3457, 1.0587, 2.2050], [5.0165, 0.2483, -0.0807], [-0.2202, -2.1425, 2.6776], [-2.0951, 2.8881, 0.0001], [-2.9946, -0.3883, 1.1636], [-0.6722, 2.6602, 1.9999], [0.0316, -1.5221, 5.0479], [3.5270, 3.3538, -0.7678], [-1.5829, -3.3038, 4.3945], [1.0477, 3.4901, -1.1543], [-2.0756, -0.7489, 2.3317], [-0.1249, -3.8610, -4.7131], [-0.4683, -1.9909, -3.1175], [-1.7228, 4.7980, 1.5261], [-2.4216, 5.3161, 0.8904], [2.2897, -1.1126, 2.5068], [-1.5816, -3.7162, -1.6236], [-2.4024, -2.9098, 5.0003], [-2.6132, -4.3850, -3.4881], [-0.6950, 1.6001, 1.7738], [1.8253, -0.5313, -2.5884], [3.9221, -0.4327, 2.4511], [0.9000, -1.0512, -5.8873], [-3.1588, 0.6819, 1.1265], [-3.2373, -0.7056, -2.1171], [1.3052, -3.9513, 0.5962], [0.9187, -3.5820, -4.5944], [-0.9315, 2.8149, 3.0490], [3.4993, 3.7967, 0.2268], [4.1842, 2.2417, 2.0543], [2.5069, -2.7818, 1.1309], [3.6080, 4.1770, -1.4839], [2.5114, -3.5846, 3.4379], [3.4000, 2.2831, 3.6260], [-2.0116, -3.7745, 3.5087], [1.4352, -4.8519, 2.8393], [-3.0794, 1.8973, -2.1256], [-4.3930, 4.8311, 0.5257], [-2.7599, -3.2707, -4.8517], [-3.4597, -2.4671, -0.9115], [2.9164, -0.1878, 3.8707], [-0.7480, 5.2859, 1.4426], [-0.6141, -3.1454, -0.2808], [-3.4410, 4.8590, -2.3254], [-5.1127, 3.9510, -0.8220], [-0.7496, -1.6343, -5.6395], [0.1270, 2.9526, -1.3520], [-2.9190, -2.6624, -3.2026], [-2.0592, 4.8826, 2.5586], [-0.4132, -3.7051, -5.7570], [3.6498, 0.2037, -1.7524], [-4.1568, 0.1665, -0.8947], [3.7995, -2.1648, 0.1618], [4.5252, -2.0666, -1.4271], [-4.5940, 3.0792, 0.6177], [0.9244, 4.0549, -0.2240], [-2.6569, -2.7420, 0.6238], [2.7679, -2.1240, -1.2768], [2.3781, 2.0927, -2.0634], [5.8377, 0.1126, -0.7903], [1.0124, -2.2164, 0.3649], [4.4371, 2.7668, -0.8617], [-2.5955, -1.4231, 3.0032], [-1.6326, 0.9196, -2.3770], [1.6132, 0.4348, -4.0514], [1.1988, 4.2214, -1.9556], [-1.0862, -4.0880, 4.9786], [0.3446, 3.0351, 1.8450], [-1.8872, 4.0319, -2.3883], [-3.9713, -0.8635, 1.2807], [-0.2229, -4.9260, -4.4958], [-0.6796, -1.0770, 5.7470], [-1.8686, 0.1565, 2.9071], [-0.3923, 0.0783, -5.4522], [0.7104, -2.1629, 5.6245], [-2.0929, 5.4479, -1.3466], [2.7283, 3.2118, 2.2886], [0.6206, -0.7151, 4.6091], [1.3422, 1.2127, 2.6047], [5.0329, 1.2874, 0.2317], [0.4938, 0.6273, -2.6982], [0.9573, -3.8771, 4.2271], [5.2435, -0.3656, 0.7917]]}